a:
Below is 2 unconnected molecules or ions with the total composition C2H9NS, with properties calculated with ωB97M-V with the def2-TZVPD basis set.

The geometry in XYZ format:
```
13
Properties=species:S:1:pos:R:3:nbo_charge:R:1
S 2.550 0.009 0.521 -1.03
H 2.854 -0.925 -0.372 0.09
C -1.368 -0.990 0.446 -0.47
N -1.462 -0.114 -0.820 -0.53
C -2.039 1.236 -0.496 -0.40
H -0.744 -0.481 1.266 0.29
H -2.307 -1.334 0.777 0.21
H -0.656 -1.913 0.307 0.27
H -1.989 -0.622 -1.644 0.44
H -0.477 -0.074 -1.124 0.46
H -3.081 0.943 -0.548 0.20
H -1.820 1.873 -1.370 0.23
H -1.910 1.714 0.414 0.25
```

The LUMO energy comes out at -0.67 eV. For the frontier orbital gap, the calculation gives 5.22 eV. Its total charge is 0.

b:
Below is 2 unconnected molecules or ions with the total composition C2H9NS, with properties calculated with ωB97M-V with the def2-TZVPD basis set.

The geometry in XYZ format:
```
13
Properties=species:S:1:pos:R:3:nbo_charge:R:1
S 1.655 0.852 1.404 -0.27
H 1.152 1.210 0.257 0.15
C -0.464 -1.430 -1.645 -0.41
N -0.806 -0.581 -0.424 -0.64
C -2.053 0.190 -0.598 -0.43
H -1.367 -1.981 -1.860 0.17
H 0.346 -2.122 -1.414 0.21
H -0.234 -0.720 -2.468 0.20
H -1.112 -1.259 0.328 0.35
H 2.711 1.611 1.260 0.12
H -2.837 -0.252 0.018 0.19
H -1.927 1.282 -0.452 0.20
H -2.461 0.114 -1.703 0.17
```

As for the structure (SMILES): CNC.S. The LUMO energy comes out at 0.98 eV. For the frontier orbital gap, the calculation gives 10.05 eV. Its total charge is 0.

b wins, 210.3 kJ/mol ahead of the next structure.

a:
Below is 3 unconnected molecules or ions with the total composition C2H9NS, with properties calculated with ωB97M-V with the def2-TZVPD basis set.

The geometry in XYZ format:
```
13
Properties=species:S:1:pos:R:3:nbo_charge:R:1
N -0.095 1.624 -1.716 -1.09
H 0.567 1.308 -1.034 0.37
H 0.644 -3.841 -1.450 0.00
H 0.019 1.216 -2.621 0.36
H 0.095 2.601 -1.927 0.36
C 0.152 -0.469 1.139 -0.50
C -0.700 0.655 1.554 -0.43
S 1.169 1.016 1.526 0.02
H 0.249 -4.105 -0.882 0.00
H -0.015 -0.744 0.099 0.22
H 0.111 -1.383 1.716 0.23
H -1.213 1.421 0.993 0.25
H -0.983 0.701 2.603 0.21
```

As for the structure (SMILES): [H][H].C1CS1.N. The LUMO energy comes out at 1.01 eV. For the frontier orbital gap, the calculation gives 9.93 eV. Its total charge is 0.

b:
Below is 3 unconnected molecules or ions with the total composition C2H9NS, with properties calculated with ωB97M-V with the def2-TZVPD basis set.

The geometry in XYZ format:
```
13
Properties=species:S:1:pos:R:3:nbo_charge:R:1
N 2.009 -0.195 1.143 -1.10
H 1.347 0.130 0.437 0.37
H 2.296 5.798 2.689 0.00
H 2.762 0.397 1.373 0.36
H 2.684 -1.024 0.900 0.37
C -1.543 -1.193 -0.902 -0.44
C -2.664 -1.821 -1.664 -0.52
S -1.180 -2.780 -1.958 0.04
H 2.844 6.143 2.559 0.00
H -1.346 -1.269 0.156 0.23
H -0.784 -0.421 -1.102 0.23
H -3.292 -2.341 -0.998 0.22
H -3.134 -1.423 -2.633 0.24
```

As for the structure (SMILES): [H][H].C1CS1.N. The LUMO energy comes out at 0.79 eV. For the frontier orbital gap, the calculation gives 9.51 eV. Its total charge is 0.

a wins, 97.3 kJ/mol ahead of the next structure.

a:
Below is 2 unconnected molecules or ions with the total composition C11H15N, with properties calculated with ωB97M-V with the def2-TZVPD basis set.

The geometry in XYZ format:
```
27
Properties=species:S:1:pos:R:3:lowdin_spin:R:1
C -2.393 2.369 2.847 0.00
C -2.576 1.337 3.868 0.00
H -1.860 3.420 3.132 0.00
H -1.636 2.016 2.171 0.00
H -3.342 2.850 2.438 0.00
H -2.091 1.499 4.859 0.00
H -2.422 0.256 3.664 0.00
H -3.551 1.178 4.189 0.00
C 1.362 -1.041 1.207 0.03
C 0.575 0.885 -0.193 0.25
C 0.982 -0.382 0.036 0.07
C 0.844 0.025 -2.242 0.01
C 1.103 -1.014 -1.312 0.06
C 0.714 -0.264 -3.598 0.14
C 1.407 -2.251 -1.763 0.15
C 1.015 -1.612 -4.023 0.10
C 1.521 -2.465 -3.145 0.04
N 0.466 1.174 -1.591 0.02
H -0.071 1.442 0.494 0.04
H 0.682 2.139 -1.825 0.02
H 1.316 -0.549 2.190 0.01
H 2.491 -1.301 1.233 0.02
H 0.335 0.508 -4.406 0.01
H 1.741 -3.090 -1.012 0.02
H 0.909 -1.770 -5.072 0.00
H 1.782 -3.444 -3.382 0.00
H 0.696 -1.915 1.236 0.00
```

As for the spin multiplicity: 2. The LUMO energy (spin up / spin down) comes out at 3.27 / 3.24 eV. As for the expectation value of S²: 0.77. For the frontier orbital gap (spin up / spin down), the calculation gives 2.43 / 6.37 eV. Its total charge is -1.

b:
Below is 2 unconnected molecules or ions with the total composition C11H15N, with properties calculated with ωB97M-V with the def2-TZVPD basis set.

The geometry in XYZ format:
```
27
Properties=species:S:1:pos:R:3:lowdin_spin:R:1
C -0.704 2.730 -1.375 0.00
C -1.464 1.427 -1.679 0.00
H 0.139 2.478 -0.727 0.00
H -0.231 3.167 -2.248 0.00
H -1.327 3.451 -0.844 0.00
H -1.066 0.924 -2.559 0.00
H -2.543 1.559 -1.723 0.00
H -1.254 0.761 -0.836 0.00
C 0.258 1.282 2.330 0.00
C -0.015 -1.967 0.463 0.01
C 0.581 -0.677 0.652 0.06
C -0.055 -0.034 1.725 0.04
C -0.961 -0.951 2.283 0.18
C 0.465 -2.845 -0.552 0.19
C 1.271 -2.296 -1.542 0.15
C 1.545 -0.228 -0.295 0.18
C 1.849 -0.995 -1.385 0.06
N -0.900 -2.095 1.499 0.03
H -1.474 -2.916 1.589 0.00
H 0.124 -3.875 -0.499 0.02
H -1.592 -0.912 3.151 0.03
H 1.591 -2.915 -2.374 0.01
H 2.164 0.672 -0.275 0.02
H 0.083 1.433 3.401 0.00
H -0.282 2.138 1.903 0.00
H 2.467 -0.771 -2.250 0.00
H 1.332 1.456 2.167 0.00
```

As for the spin multiplicity: 2. The LUMO energy (spin up / spin down) comes out at 3.83 / 3.77 eV. As for the expectation value of S²: 0.77. For the frontier orbital gap (spin up / spin down), the calculation gives 3.08 / 6.65 eV. Its total charge is -1.

c:
Below is 2 unconnected molecules or ions with the total composition C11H15N, with properties calculated with ωB97M-V with the def2-TZVPD basis set.

The geometry in XYZ format:
```
27
Properties=species:S:1:pos:R:3:lowdin_spin:R:1
C 3.223 0.906 -1.636 0.00
C 4.226 1.873 -0.969 0.00
H 3.713 0.400 -2.504 0.00
H 2.888 0.152 -0.898 0.00
H 2.358 1.474 -1.945 0.00
H 3.714 2.400 -0.160 0.00
H 4.607 2.557 -1.706 0.00
H 5.081 1.310 -0.604 0.00
C -3.929 -1.882 0.012 0.00
C -0.506 -0.739 1.000 0.01
C -1.794 -0.479 0.445 0.06
C -2.544 -1.648 0.502 0.04
C -1.747 -2.598 1.100 0.19
C 0.222 1.499 0.640 0.12
C 0.477 0.232 1.132 0.18
C -1.019 1.805 0.058 0.05
C -2.013 0.816 -0.024 0.20
N -0.541 -2.057 1.411 0.04
H 1.029 2.297 0.670 0.01
H 1.449 -0.012 1.583 0.02
H -1.154 2.765 -0.362 0.00
H -2.975 1.045 -0.491 0.02
H 0.206 -2.586 1.854 0.00
H -2.044 -3.618 1.293 0.03
H -4.014 -2.945 -0.416 0.00
H -4.136 -1.157 -0.761 0.00
H -4.779 -1.809 0.776 0.00
```

As for the spin multiplicity: 2. The LUMO energy (spin up / spin down) comes out at 3.62 / 3.59 eV. As for the expectation value of S²: 0.77. For the frontier orbital gap (spin up / spin down), the calculation gives 2.67 / 6.37 eV. Its total charge is -1.

c wins, 9.5 kJ/mol ahead of the next structure.